(1)
CH5N3O2S in the gas phase in a non-equilibrium geometry, computed with ωB97M-V with the def2-TZVPD basis set.

Results
Charge ... 0
Lowest unoccupied orbital energy ... 0.8 eV
Relative energy (zero: lowest compared OMol25 entry of this formula, charge and spin) ... 373.2 kJ/mol
Orbital gap ... 9.75 eV
E ... -753.895358 a.u.

Atoms and positions in Å:
1 O -0.5348 -1.0792 1.7630
2 N -1.1741 -0.3028 0.8115
3 C -0.3351 0.3590 0.1300
4 N -0.8787 1.0686 -0.9652
5 O -0.3428 0.6716 -2.1571
6 N 1.0459 0.4435 0.2116
7 S 2.0737 -0.9358 0.0643
8 H -1.2666 -1.0092 2.3939
9 H -1.9333 0.9735 -0.9963
10 H -0.5689 -0.2608 -2.2942
11 H 1.4417 1.2050 -0.2811
12 H 2.4730 -1.1333 1.3195


(2)
A molecular structure, C29H36As2Cl2N2O3TeTi in a non-equilibrium geometry, computed with ωB97M-V with the def2-TZVPD basis set.

Results
Charge ... +2
Lowest unoccupied orbital energy (alpha / beta) ... -6.6 / -6.6 eV
Relative energy (zero: lowest compared OMol25 entry of this formula, charge and spin) ... 183.4 kJ/mol
Orbital gap (alpha / beta) ... 6.52 / 6.53 eV
E ... -7970.857781 a.u.

Atoms and positions in Å:
1 Ti 10.8209 -6.0091 18.1542
2 C 9.6549 -3.2069 20.6587
3 As 10.7978 -4.7976 20.6645
4 C 12.2476 -4.2928 21.8932
5 C 9.6469 -5.7997 21.9082
6 C 9.1432 -5.2285 23.0432
7 C 8.3490 -6.0141 23.9265
8 C 8.1852 -7.3889 23.7095
9 C 8.6718 -7.9801 22.5651
10 C 9.4370 -7.1476 21.6633
11 As 10.3553 -7.8964 20.1233
12 C 11.9858 -8.6070 20.9831
13 C 9.3391 -9.5135 19.4726
14 H 9.8269 -2.6566 21.6076
15 H 8.6087 -3.5575 20.6996
16 H 9.7556 -2.5363 19.8126
17 H 11.9873 -3.5313 22.6410
18 H 13.1104 -3.9832 21.3143
19 H 12.3390 -5.2227 22.4344
20 H 9.3008 -4.1693 23.2763
21 H 8.1346 -5.4986 24.8024
22 H 7.6611 -7.9329 24.4641
23 H 8.5013 -9.0649 22.3356
24 H 11.6221 -9.3472 21.7110
25 H 12.6174 -7.7614 21.3260
26 H 12.5327 -9.0826 20.1929
27 H 8.2666 -9.2339 19.3167
28 H 9.5416 -10.3375 20.0578
29 H 9.8062 -9.6084 18.5220
30 Cl 15.7643 -10.9098 15.7131
31 C 14.5605 -9.7626 16.1236
32 C 13.5883 -9.5200 15.1551
33 C 12.4977 -8.6813 15.3761
34 Cl 11.2462 -8.5969 14.1631
35 C 12.4028 -8.0243 16.6454
36 O 11.3630 -7.2190 16.8569
37 C 13.4881 -8.1673 17.5269
38 C 13.5720 -7.2736 18.6374
39 O 12.7158 -6.4300 18.9775
40 C 14.5744 -9.0323 17.2883
41 H 13.7081 -10.0984 14.2456
42 H 14.5074 -7.3654 19.2038
43 H 15.5063 -9.0407 17.9581
44 Te 11.9893 -3.5886 17.6419
45 C 13.8108 -4.5606 16.8796
46 C 13.8622 -5.0933 15.6416
47 C 15.0824 -5.5719 15.1837
48 C 16.2477 -5.4180 15.9309
49 C 16.1786 -4.8551 17.1990
50 C 14.9357 -4.5158 17.7444
51 H 12.9196 -5.3102 15.1371
52 H 15.1409 -6.1898 14.2466
53 H 17.2562 -5.6799 15.5885
54 H 16.9882 -4.7705 17.9030
55 H 14.9009 -4.1931 18.7746
56 C 9.1582 -4.2491 15.6544
57 N 8.0193 -4.2408 16.5430
58 C 6.8664 -3.5147 16.0021
59 C 5.8872 -3.1173 17.0771
60 C 5.5022 -4.4660 17.8200
61 N 6.7994 -4.9805 18.3698
62 C 6.7178 -6.1037 19.2922
63 C 7.9526 -4.9721 17.6193
64 O 9.0034 -5.5516 18.0871
65 H 9.8797 -3.4064 15.7407
66 H 8.7553 -4.2632 14.5942
67 H 9.7755 -5.1459 15.7547
68 H 6.4373 -4.1744 15.2361
69 H 7.2207 -2.6511 15.4499
70 H 4.9735 -2.6489 16.5987
71 H 6.3585 -2.3726 17.7225
72 H 4.9985 -5.1301 17.0670
73 H 4.8318 -4.1587 18.6752
74 H 6.1281 -5.8705 20.1764
75 H 7.6848 -6.3035 19.7124
76 H 6.3681 -7.0275 18.8379


Look up the charge of the second one.
+2